[1]
The following is a DFT calculation (ωB97M-V/def2-TZVPD) of C33H31N6OPdS2 as an isolated structure.

Structure (ORCA input):
```
! wB97M-V def2-TZVPD RIJCOSX def2/J DEFGRID3
* xyz 1 5
Pd 0.0027 0.0842 0.4152
N 1.7694 -10.0735 1.2788
C 1.5720 -8.9333 1.1955
C 1.3273 -7.5241 1.0922
C 1.8686 -6.7940 0.0285
C 1.6305 -5.4205 -0.0726
C 0.8447 -4.7664 0.8866
C 0.2992 -5.5028 1.9479
C 0.5441 -6.8750 2.0526
C 0.5737 -3.3101 0.7581
C 1.2590 -2.4604 1.5575
C 2.2862 -2.7845 2.5296
C 2.7370 -1.6845 3.1338
C 1.9261 -0.6628 2.4850
N 1.0889 -1.0929 1.5982
C -0.4230 -2.7915 -0.2769
C -1.2128 -3.5956 -1.0887
C -1.9696 -2.7419 -1.8767
C -1.5983 -1.4715 -1.5134
N -0.6671 -1.5046 -0.5611
H 2.4767 -7.2872 -0.7281
H 2.0570 -4.8629 -0.9053
H -0.3186 -5.0100 2.6971
H 0.1167 -7.4313 2.8853
H 2.6501 -3.7808 2.7272
H 3.4886 -1.5490 3.8858
H 2.0528 0.3924 2.7660
H -1.2464 -4.6773 -1.1024
H -2.7029 -3.0164 -2.6228
H -1.9802 -0.5405 -1.9168
C -4.0606 3.0331 -1.8830
C -2.8046 3.6752 -2.4775
N -1.8864 4.1359 -1.4362
C -1.6732 5.5756 -1.2824
C -2.9465 6.2789 -0.8137
C -1.1548 3.1931 -0.6262
S -1.2383 1.4439 -0.9347
N -0.3864 3.6082 0.3302
C 0.4618 2.8985 1.2704
O 0.6528 1.6495 1.3653
C 1.2109 3.7373 2.2521
C 1.0843 5.1423 2.2550
C 1.7921 5.9185 3.1780
C 2.6337 5.3088 4.1092
C 2.7703 3.9199 4.1205
C 2.0658 3.1375 3.2008
H -4.7381 2.7211 -2.7055
H -4.5955 3.7657 -1.2432
H -3.8270 2.1403 -1.2735
H -3.1445 4.5303 -3.1015
H -2.2815 2.9704 -3.1586
H -1.3358 6.0064 -2.2497
H -0.8839 5.7981 -0.5361
H -3.7685 6.1578 -1.5485
H -2.7477 7.3647 -0.6930
H -3.2689 5.8636 0.1647
H 0.4413 5.6478 1.5481
H 1.6871 6.9959 3.1703
H 3.1804 5.9124 4.8220
H 3.4236 3.4481 4.8432
H 2.1933 2.0626 3.2345
S 1.8208 0.2451 -1.0940
C 0.9925 -0.6057 -2.2711
N 1.1081 -1.9785 -2.3316
C 0.4670 -2.7593 -3.2611
C -0.3269 -2.1993 -4.1819
C -0.5085 -0.7667 -4.1960
C 0.1077 0.0164 -3.2978
H 1.7066 -2.4176 -1.6399
H 0.6377 -3.8292 -3.2061
H -0.8420 -2.7991 -4.9244
H -1.1577 -0.3402 -4.9536
H -0.0165 1.0924 -3.2927
H -1.2960 -0.0308 1.4933
*
```

Results
E_HOMO (alpha / beta) in eV: -8.40 / -11.33
HOMO-LUMO gap (alpha / beta) in eV: 4.850 / 5.126
LUMO (alpha / beta) in eV: -3.55 / -6.21

=====

[2]
The following is a DFT calculation (ωB97M-V/def2-TZVPD) of C33H32AsBr2F6HfN6O4S as an isolated structure.

Structure (ORCA input):
```
! wB97M-V def2-TZVPD RIJCOSX def2/J DEFGRID3
* xyz 2 2
Hf -0.5489 -0.1476 -1.5894
O -1.5027 -1.6101 0.6782
C -2.7922 -1.9400 1.0184
C -3.0934 -3.0691 1.7597
C -4.4210 -3.3562 2.0480
C -5.4395 -2.5351 1.5848
C -5.1241 -1.4099 0.8382
C -3.7998 -1.0992 0.5577
C -3.4306 0.1430 -0.2073
O -2.5182 -0.0453 -1.1961
N -2.9131 1.1434 0.7865
N -1.9794 1.9660 0.4891
C -1.6149 2.8396 1.4194
C -0.5623 3.7340 1.2219
Br 0.4839 3.6096 -0.3341
C -0.1557 4.6749 2.1618
C -0.8836 5.1992 3.2650
C -0.1391 5.7904 4.3105
C -0.7748 6.2976 5.4212
C -2.1653 6.2709 5.4915
C -2.9225 5.7456 4.4442
C -2.2949 5.2149 3.3407
H -0.8505 -1.8986 1.3436
H -2.2967 -3.7157 2.1080
H -4.6586 -4.2351 2.6318
H -6.4716 -2.7716 1.8010
H -5.9138 -0.7668 0.4664
H -4.3461 0.5942 -0.6127
H -3.3674 1.1770 1.6995
H -2.0941 2.8250 2.3961
H 0.8513 5.0588 2.0345
H 0.9409 5.8202 4.2386
H -0.1990 6.7300 6.2274
H -2.6658 6.6898 6.3543
H -4.0021 5.7830 4.4892
H -2.8851 4.8825 2.4974
C 6.9598 1.0949 1.4139
C 5.5608 0.6104 1.1749
C 4.6898 0.4126 2.2503
C 3.3981 -0.0294 2.0511
C 2.9669 -0.2636 0.7453
C 3.8103 -0.0851 -0.3425
C 5.1043 0.3497 -0.1152
S 1.3391 -0.8207 0.5160
O 0.4128 0.3601 0.2411
O 0.9542 -1.5341 1.7091
N 1.1048 -1.5456 -0.8651
C 1.7540 -2.7533 -1.2455
C 2.5535 -3.4871 -0.3728
C 3.1626 -4.6298 -0.8631
C 2.9481 -5.0036 -2.1803
C 2.1157 -4.2117 -2.9528
N 1.5263 -3.1056 -2.5014
H 6.9558 2.1651 1.6300
H 7.5921 0.9314 0.5440
H 7.4070 0.5913 2.2703
H 5.0408 0.5915 3.2588
H 2.7369 -0.2112 2.8869
H 3.4754 -0.3064 -1.3428
H 5.7735 0.4773 -0.9562
H 2.6949 -3.1843 0.6558
H 3.7974 -5.2215 -0.2171
H 3.4103 -5.8854 -2.5995
H 1.9135 -4.4662 -3.9868
Br -2.8083 -2.9409 -6.3227
C -2.2593 -3.0996 -4.5374
C -2.3882 -4.2933 -3.8453
C -1.9597 -4.3364 -2.5297
C -1.4222 -3.2034 -1.9552
N -1.2976 -2.0502 -2.6266
C -1.7098 -2.0044 -3.9002
H -2.8105 -5.1644 -4.3275
H -2.0335 -5.2455 -1.9505
H -1.0692 -3.2093 -0.9358
H -1.5825 -1.0789 -4.4429
F 0.3981 -0.2611 -3.6559
As 1.9472 0.7518 -3.8412
F 1.4259 1.0948 -2.1200
F 0.9365 2.0844 -4.2865
F 3.2900 1.7646 -3.6969
F 2.0782 0.2760 -5.4522
F 2.8045 -0.6061 -3.2787
N -1.4051 1.5739 -2.9246
H -2.2053 1.2063 -3.4344
H -0.7655 1.9973 -3.5957
H -1.7713 2.3154 -2.3314
*
```

Results
E_HOMO (alpha / beta) in eV: -13.35 / -13.35
HOMO-LUMO gap (alpha / beta) in eV: 7.081 / 5.312
Relative energy (zero: lowest compared OMol25 entry of this formula, charge and spin) in kJ/mol: 13.9
LUMO (alpha / beta) in eV: -6.27 / -8.04

=====

[3]
The following is a DFT calculation (ωB97M-V/def2-TZVPD) of C33H32BrN5O6STl as an isolated structure.

Structure (ORCA input):
```
! wB97M-V def2-TZVPD RIJCOSX def2/J DEFGRID3
* xyz 0 2
Tl -0.6300 -0.2861 0.0470
Br -4.2455 -0.1839 0.1526
C -3.3713 0.1294 1.8116
C -4.1137 0.7659 2.7972
C -3.4364 1.0936 3.9730
C -2.0814 0.8682 4.0802
C -1.4403 0.2323 3.0336
N -2.0830 -0.1761 1.9615
C 0.0843 0.0479 3.1733
O 0.5684 0.4248 4.2433
O 0.6585 -0.4495 2.1517
H -5.1775 0.9342 2.7179
H -4.0323 1.5460 4.7451
H -1.5345 1.2177 4.9506
C 3.8560 6.0421 -0.0148
C 2.7001 5.1322 -0.2719
C 2.4545 4.1118 0.6473
C 1.2941 3.3596 0.5716
C 0.3817 3.6697 -0.4569
C 0.6399 4.6829 -1.3771
C 1.8332 5.3836 -1.3374
S -1.1927 2.8595 -0.5417
O -2.0938 3.7447 -1.2172
O -1.4778 2.4152 0.8156
N -0.9708 1.5124 -1.3922
C -1.0481 1.4062 -2.7757
C -1.1877 2.4044 -3.7081
C -1.2042 2.1196 -5.0981
C -1.0670 0.8600 -5.5748
C -0.9025 -0.2208 -4.6775
C -0.7846 -1.5761 -5.1147
C -0.6292 -2.5267 -4.1711
C -0.6394 -2.1685 -2.7745
N -0.7321 -0.9422 -2.3653
C -0.8950 0.0239 -3.2846
H 4.0132 6.2329 1.0441
H 3.6900 7.0005 -0.4927
H 4.7758 5.6216 -0.4435
H 3.1187 3.9688 1.4855
H 1.0589 2.5899 1.2981
H -0.1445 4.9448 -2.0722
H 2.0202 6.1605 -2.0504
H -1.3592 3.4026 -3.3465
H -1.3691 2.9459 -5.7841
H -1.1410 0.6238 -6.6334
H -0.7380 -1.8500 -6.1365
H -0.5426 -3.5857 -4.4240
H -0.5515 -2.9138 -2.0272
O -1.3295 -2.6488 0.1019
C -0.9647 -3.4904 0.9298
C -1.8626 -4.6795 1.1551
C -2.6248 -4.5899 2.4807
C -1.7290 -5.1428 3.6079
C -0.4305 -4.3590 3.8742
C 0.5447 -4.3003 2.6989
N 0.1330 -3.3720 1.6646
H -1.2658 -5.6200 1.1142
H -2.5483 -4.7191 0.3183
H -3.5109 -5.2180 2.4285
H -2.8901 -3.5482 2.6978
H -1.4681 -6.1735 3.3373
H -2.2977 -5.1683 4.5241
H 0.1160 -4.7965 4.7241
H -0.7022 -3.3320 4.1220
H 0.6464 -5.2934 2.2543
H 1.5162 -3.9355 3.0349
H 0.6532 -2.5125 1.5348
O 1.4638 -1.7658 -0.3875
N 2.3318 -0.8961 -0.7128
C 2.7901 -0.8682 -1.9708
C 3.8182 -0.0578 -2.3776
C 4.3898 0.8104 -1.4366
C 3.8086 0.8438 -0.1867
C 2.8017 -0.0121 0.1977
H 2.2443 -1.5743 -2.5959
H 4.2064 -0.1181 -3.3695
H 5.2327 1.4614 -1.6956
H 4.1825 1.5354 0.5861
H 2.4140 -0.0584 1.2087
*
```

Results
E_HOMO (alpha / beta) in eV: -6.32 / -7.54
HOMO-LUMO gap (alpha / beta) in eV: 6.612 / 7.040
Relative energy (zero: lowest compared OMol25 entry of this formula, charge and spin) in kJ/mol: 0.0
LUMO (alpha / beta) in eV: 0.29 / -0.50

=====

Calculated values (g mol⁻¹) of molar mass for the records, taken in order: 698.21, 1135.93, 911.00.
Calculated values (eV) of electronic energy for the records, taken in order: -70849.38412, -281235.01686, -140046.10993.